(1)
DFT (ωB97M-V/def2-TZVPD) results for a structure of composition C43H38GeN2O4PPd in a non-equilibrium geometry.

Output
Relative energy (zero: lowest compared OMol25 entry of this formula, charge and spin) ... 239.5 kJ/mol
HOMO level (alpha / beta) ... -7.31 / -7.69 eV
Total energy ... -125661.391 eV
LUMO (alpha / beta) ... -1.90 / -1.90 eV
Maximum force ... 2.1 eV Å⁻¹
Gap between HOMO and LUMO (alpha / beta) ... 5.41 / 5.79 eV
Expectation value of S² ... 0.80
Multiplicity ... 2

Element x y z (Å)
Pd (-0.156, 0.099, -0.154)
C (3.050, 3.394, 2.543)
C (1.797, 4.205, 2.428)
C (1.856, 5.582, 2.598)
C (0.721, 6.371, 2.552)
C (-0.513, 5.788, 2.321)
C (-0.589, 4.423, 2.129)
C (0.548, 3.622, 2.182)
P (0.232, 1.817, 2.036)
C (1.611, 1.269, 0.911)
C (2.648, 0.402, 1.270)
C (3.547, -0.062, 0.325)
C (3.409, 0.304, -1.007)
C (2.401, 1.168, -1.386)
C (1.474, 1.665, -0.457)
C (0.586, 2.821, -0.865)
C (0.559, 1.303, 3.764)
C (0.624, 2.250, 4.777)
C (0.600, 1.893, 6.115)
C (0.450, 0.556, 6.484)
C (0.360, -0.406, 5.520)
C (0.422, -0.083, 4.132)
C (0.369, -1.083, 3.196)
H (3.809, 3.946, 3.093)
H (3.451, 3.162, 1.556)
H (2.856, 2.455, 3.059)
H (2.815, 6.040, 2.796)
H (0.801, 7.436, 2.708)
H (-1.406, 6.393, 2.297)
H (-1.548, 3.955, 1.946)
H (2.766, 0.112, 2.307)
H (4.349, -0.719, 0.625)
H (4.093, -0.072, -1.751)
H (2.325, 1.484, -2.418)
H (0.574, 2.914, -1.951)
H (0.977, 3.750, -0.446)
H (-0.447, 2.709, -0.511)
H (0.694, 3.300, 4.534)
H (0.667, 2.655, 6.875)
H (0.407, 0.286, 7.529)
H (0.229, -1.444, 5.785)
H (0.243, -2.108, 3.494)
H (0.507, -0.876, 2.148)
O (-2.010, -5.311, 1.475)
C (-2.946, -4.439, 1.757)
O (-4.051, -4.752, 2.135)
C (-2.626, -2.991, 1.578)
C (-3.522, -1.985, 1.902)
N (-2.958, -0.819, 1.557)
N (-1.750, -1.007, 1.032)
C (-1.508, -2.315, 1.028)
C (-0.159, -2.836, 0.540)
O (0.071, -4.044, 0.659)
O (0.647, -1.988, 0.090)
H (-1.140, -4.892, 1.152)
H (-4.499, -2.056, 2.333)
H (-3.321, 0.118, 1.674)
C (-2.093, 1.612, -3.159)
Ge (-1.322, -0.060, -2.320)
C (-2.761, -1.383, -2.788)
C (-3.425, -2.206, -1.890)
C (-4.395, -3.099, -2.316)
C (-4.726, -3.171, -3.658)
C (-4.069, -2.359, -4.566)
C (-3.093, -1.481, -4.134)
C (0.261, -0.549, -3.452)
C (0.811, 0.396, -4.286)
C (2.035, 0.180, -4.931)
C (2.746, -0.964, -4.695)
C (2.210, -1.980, -3.880)
C (2.891, -3.197, -3.674)
C (2.317, -4.206, -2.956)
C (1.034, -4.044, -2.415)
C (0.370, -2.857, -2.561)
C (0.937, -1.786, -3.276)
H (-2.452, 1.354, -4.150)
H (-1.382, 2.427, -3.250)
H (-2.939, 1.966, -2.575)
H (-3.179, -2.162, -0.840)
H (-4.886, -3.742, -1.598)
H (-5.487, -3.861, -3.995)
H (-4.316, -2.412, -5.617)
H (-2.569, -0.864, -4.852)
H (0.284, 1.326, -4.463)
H (2.426, 0.943, -5.588)
H (3.716, -1.113, -5.149)
H (3.872, -3.321, -4.111)
H (2.837, -5.142, -2.816)
H (0.581, -4.860, -1.875)
H (-0.631, -2.747, -2.163)

Here are the Mulliken charges for atoms 1 to 5, given in e:
1 Pd -0.220
2 C -1.403
3 C 1.410
4 C -0.930
5 C -0.641

(2)
DFT (ωB97M-V/def2-TZVPD) results for a structure of composition C43H39As2N6SSn in a non-equilibrium geometry.

Output
Total charge ... +3
Relative energy (zero: lowest compared OMol25 entry of this formula, charge and spin) ... 108.9 kJ/mol
HOMO level ... -14.53 eV
Total energy ... -192483.344 eV
LUMO ... -10.78 eV
Maximum force ... 2.3 eV Å⁻¹
Gap between HOMO and LUMO ... 3.76 eV

Element x y z (Å)
Sn (0.443, 1.352, -0.248)
N (-3.644, 2.842, 1.344)
C (-2.417, 2.335, 1.211)
S (-2.123, 1.276, -0.165)
N (-1.537, 2.654, 2.122)
N (-0.276, 2.209, 1.955)
C (0.607, 2.575, 2.807)
C (1.964, 2.042, 2.741)
C (2.851, 2.312, 3.772)
C (4.098, 1.703, 3.759)
C (4.404, 0.843, 2.717)
C (3.472, 0.668, 1.703)
N (2.278, 1.255, 1.699)
H (-4.370, 2.625, 0.685)
H (-3.860, 3.409, 2.150)
H (0.336, 3.241, 3.622)
H (2.560, 2.978, 4.574)
H (4.806, 1.883, 4.557)
H (5.345, 0.313, 2.685)
H (3.691, 0.014, 0.869)
C (4.329, 0.820, -2.929)
C (4.183, 1.776, -3.918)
C (3.002, 2.499, -3.981)
C (2.008, 2.257, -3.046)
N (2.148, 1.326, -2.093)
C (3.285, 0.625, -2.045)
C (0.779, 3.089, -2.988)
C (0.396, 3.920, -4.028)
C (-0.672, 4.785, -3.853)
C (-1.339, 4.797, -2.637)
C (-0.944, 3.901, -1.668)
N (0.080, 3.052, -1.842)
H (5.233, 0.236, -2.835)
H (4.979, 1.971, -4.624)
H (2.881, 3.263, -4.734)
H (3.352, -0.138, -1.283)
H (0.922, 3.899, -4.971)
H (-0.966, 5.453, -4.651)
H (-2.155, 5.480, -2.447)
H (-1.454, 3.854, -0.717)
C (-1.202, -2.556, -0.550)
C (-1.114, -2.695, 0.960)
As (-1.233, -1.120, 2.149)
C (-0.461, -1.790, 3.782)
C (-1.192, -2.759, 4.476)
C (-0.626, -3.361, 5.589)
C (0.643, -2.990, 6.017)
C (1.363, -2.028, 5.321)
C (0.815, -1.429, 4.197)
C (-3.057, -0.837, 2.568)
C (-3.382, -0.353, 3.841)
C (-4.713, -0.217, 4.195)
C (-5.709, -0.544, 3.282)
C (-5.384, -0.994, 2.003)
C (-4.059, -1.120, 1.633)
As (-0.204, -1.133, -1.494)
C (-1.193, -1.040, -3.139)
C (-1.291, -2.199, -3.911)
C (-2.058, -2.185, -5.065)
C (-2.719, -1.025, -5.450)
C (-2.625, 0.123, -4.677)
C (-1.862, 0.120, -3.518)
C (1.455, -2.010, -1.926)
C (2.204, -2.536, -0.874)
C (3.432, -3.131, -1.124)
C (3.918, -3.187, -2.425)
C (3.179, -2.651, -3.471)
C (1.949, -2.052, -3.225)
H (-2.231, -2.422, -0.884)
H (-0.818, -3.468, -1.010)
H (-0.185, -3.175, 1.266)
H (-1.943, -3.300, 1.338)
H (-2.186, -3.050, 4.159)
H (-1.184, -4.118, 6.123)
H (1.069, -3.451, 6.898)
H (2.353, -1.746, 5.651)
H (1.389, -0.693, 3.646)
H (-2.603, -0.103, 4.551)
H (-4.975, 0.140, 5.182)
H (-6.749, -0.440, 3.564)
H (-6.168, -1.246, 1.301)
H (-3.807, -1.436, 0.629)
H (-0.775, -3.107, -3.621)
H (-2.137, -3.082, -5.664)
H (-3.310, -1.019, -6.355)
H (-3.148, 1.022, -4.977)
H (-1.798, 1.017, -2.913)
H (1.831, -2.483, 0.146)
H (4.009, -3.553, -0.311)
H (4.877, -3.648, -2.623)
H (3.558, -2.702, -4.483)
H (1.379, -1.631, -4.044)

Here are the Mulliken charges for atoms 1 to 5, given in e:
1 Sn 1.223
2 N -0.305
3 C 0.590
4 S -0.299
5 N -1.409

(3)
DFT (ωB97M-V/def2-TZVPD) results for a structure of composition C43H39BaIN4OP2.

Output
Total charge ... +2
Relative energy (zero: lowest compared OMol25 entry of this formula, charge and spin) ... 0.0 kJ/mol
HOMO level ... -12.68 eV
Total energy ... -80596.713 eV
LUMO ... -5.17 eV
Maximum force ... 0.6 eV Å⁻¹
Gap between HOMO and LUMO ... 7.50 eV

Element x y z (Å)
Ba (1.124, -0.576, -0.437)
C (2.465, 3.375, -3.261)
C (3.767, 3.671, -2.896)
C (4.424, 2.833, -2.013)
C (3.780, 1.696, -1.538)
N (2.512, 1.416, -1.881)
C (1.878, 2.252, -2.709)
C (4.483, 0.778, -0.597)
C (5.874, 0.751, -0.551)
C (6.497, -0.041, 0.393)
C (5.727, -0.795, 1.260)
C (4.343, -0.766, 1.130)
N (3.744, 0.011, 0.217)
C (3.473, -1.556, 2.051)
C (4.004, -2.540, 2.880)
C (3.180, -3.197, 3.779)
C (1.838, -2.860, 3.833)
C (1.379, -1.899, 2.954)
N (2.163, -1.262, 2.078)
H (1.909, 4.006, -3.940)
H (4.262, 4.552, -3.283)
H (5.423, 3.078, -1.686)
H (0.848, 2.004, -2.943)
H (6.466, 1.330, -1.243)
H (7.576, -0.065, 0.460)
H (6.210, -1.381, 2.025)
H (5.049, -2.806, 2.832)
H (3.584, -3.959, 4.432)
H (1.163, -3.338, 4.528)
H (0.330, -1.618, 2.947)
C (-2.693, 0.097, 1.370)
C (-1.598, 1.158, 1.535)
P (-1.061, 1.917, -0.067)
C (0.332, 2.957, 0.508)
C (0.581, 4.182, -0.113)
C (1.726, 4.905, 0.186)
C (2.647, 4.415, 1.105)
C (2.411, 3.202, 1.729)
C (1.263, 2.476, 1.432)
C (-2.410, 3.052, -0.477)
C (-2.804, 4.047, 0.420)
C (-3.871, 4.873, 0.111)
C (-4.552, 4.708, -1.093)
C (-4.164, 3.719, -1.984)
C (-3.092, 2.891, -1.678)
P (-2.278, -1.132, 0.052)
C (-2.893, -2.734, 0.670)
C (-3.535, -3.611, -0.205)
C (-3.839, -4.906, 0.193)
C (-3.504, -5.341, 1.468)
C (-2.867, -4.475, 2.346)
C (-2.558, -3.182, 1.947)
C (-3.384, -0.682, -1.319)
C (-2.860, -0.656, -2.609)
C (-3.658, -0.307, -3.690)
C (-4.989, 0.026, -3.482)
C (-5.523, -0.006, -2.199)
C (-4.728, -0.367, -1.123)
H (-3.640, 0.584, 1.130)
H (-2.845, -0.433, 2.311)
H (-0.687, 0.706, 1.950)
H (-1.902, 1.936, 2.238)
H (-0.132, 4.580, -0.826)
H (1.894, 5.861, -0.293)
H (3.532, 4.989, 1.346)
H (3.109, 2.822, 2.465)
H (1.100, 1.550, 1.976)
H (-2.270, 4.185, 1.353)
H (-4.173, 5.646, 0.804)
H (-5.385, 5.355, -1.332)
H (-4.694, 3.590, -2.918)
H (-2.796, 2.109, -2.369)
H (-3.809, -3.278, -1.199)
H (-4.350, -5.571, -0.490)
H (-3.749, -6.347, 1.781)
H (-2.617, -4.805, 3.345)
H (-2.062, -2.520, 2.650)
H (-1.818, -0.914, -2.766)
H (-3.245, -0.295, -4.690)
H (-5.616, 0.301, -4.320)
H (-6.564, 0.241, -2.040)
H (-5.161, -0.407, -0.130)
N (2.648, -4.930, -0.881)
C (1.511, -4.289, -0.642)
O (1.392, -3.063, -0.811)
C (0.322, -5.100, -0.194)
I (0.720, -6.236, 1.568)
H (3.445, -4.424, -1.233)
H (2.740, -5.917, -0.701)
H (0.032, -5.806, -0.969)
H (-0.507, -4.437, 0.032)

Here are the Mulliken charges for atoms 1 to 5, given in e:
1 Ba 2.125
2 C -0.855
3 C -0.566
4 C -0.872
5 C 0.733

(4)
DFT (ωB97M-V/def2-TZVPD) results for a structure of composition C43H39Cl4N10O2PPbS5 in a non-equilibrium geometry.

Output
Total charge ... -2
Relative energy (zero: lowest compared OMol25 entry of this formula, charge and spin) ... 52.7 kJ/mol
HOMO level ... -2.32 eV
Total energy ... -183029.678 eV
LUMO ... 3.14 eV
Maximum force ... 1.1 eV Å⁻¹
Gap between HOMO and LUMO ... 5.46 eV

Element x y z (Å)
Pb (0.585, -0.995, 1.558)
C (-3.945, -0.172, 3.014)
C (-2.478, -0.094, 2.705)
N (-1.722, -1.131, 2.603)
N (-2.220, -2.355, 2.752)
C (-1.316, -3.307, 2.924)
N (-1.775, -4.581, 2.901)
S (0.348, -3.089, 3.313)
C (-1.827, 1.202, 2.501)
C (-2.508, 2.418, 2.631)
C (-1.814, 3.602, 2.459)
C (-0.462, 3.565, 2.150)
C (0.140, 2.324, 2.013)
N (-0.525, 1.193, 2.189)
H (-4.211, -1.217, 3.151)
H (-4.529, 0.245, 2.190)
H (-4.184, 0.382, 3.925)
H (-2.633, -4.747, 2.398)
H (-1.065, -5.293, 2.820)
H (-3.565, 2.434, 2.859)
H (-2.322, 4.553, 2.562)
H (0.102, 4.476, 2.002)
H (1.192, 2.209, 1.770)
Cl (6.881, -1.688, 6.103)
C (5.548, -1.041, 5.170)
C (4.787, 0.007, 5.701)
C (3.750, 0.507, 4.968)
Cl (2.819, 1.826, 5.612)
C (3.343, 0.004, 3.669)
O (2.333, 0.465, 3.092)
C (4.217, -1.030, 3.155)
C (4.101, -1.549, 1.804)
O (3.341, -1.199, 0.921)
C (5.273, -1.535, 3.924)
H (5.019, 0.414, 6.676)
H (4.850, -2.340, 1.580)
H (5.884, -2.329, 3.509)
C (4.794, 5.483, 1.711)
N (4.101, 4.247, 1.430)
C (4.625, 3.192, 0.764)
N (5.962, 3.266, 0.481)
S (3.693, 1.914, 0.295)
H (4.064, 6.257, 1.938)
H (5.376, 5.799, 0.842)
H (5.467, 5.390, 2.571)
H (3.121, 4.164, 1.634)
H (6.558, 3.791, 1.101)
H (6.343, 2.399, 0.141)
S (2.114, -7.689, -1.250)
P (0.817, -6.263, -0.791)
S (1.457, -4.633, 0.120)
C (-0.495, -6.987, 0.287)
C (-0.085, -7.827, 1.320)
C (-1.008, -8.358, 2.207)
C (-2.356, -8.046, 2.074)
C (-2.768, -7.194, 1.059)
C (-1.843, -6.661, 0.169)
C (-0.175, -5.822, -2.278)
C (-0.390, -6.776, -3.269)
C (-1.142, -6.459, -4.390)
C (-1.682, -5.185, -4.527)
C (-1.458, -4.228, -3.548)
C (-0.700, -4.542, -2.427)
H (0.970, -8.058, 1.404)
H (-0.680, -9.019, 3.001)
H (-3.083, -8.456, 2.765)
H (-3.819, -6.948, 0.955)
H (-2.168, -5.989, -0.615)
H (0.053, -7.757, -3.151)
H (-1.305, -7.204, -5.162)
H (-2.272, -4.941, -5.403)
H (-1.874, -3.232, -3.648)
H (-0.512, -3.794, -1.664)
N (-1.583, 5.667, -4.264)
C (-2.406, 6.585, -4.866)
C (-2.241, 7.446, -5.941)
C (-3.324, 8.237, -6.286)
C (-4.527, 8.173, -5.574)
C (-4.689, 7.316, -4.501)
C (-3.616, 6.503, -4.144)
N (-3.511, 5.552, -3.155)
C (-2.300, 5.068, -3.253)
C (-1.737, 4.008, -2.422)
C (-0.361, 3.797, -2.331)
C (0.100, 2.778, -1.518)
N (-0.701, 1.974, -0.831)
C (-2.012, 2.154, -0.937)
C (-2.578, 3.163, -1.704)
H (-0.653, 5.413, -4.542)
H (-1.312, 7.497, -6.495)
H (-3.242, 8.910, -7.130)
H (-5.349, 8.809, -5.879)
H (-5.621, 7.263, -3.953)
H (0.350, 4.425, -2.855)
H (1.164, 2.591, -1.411)
H (-2.629, 1.446, -0.397)
H (-3.649, 3.292, -1.772)
S (-3.186, -1.252, -1.856)
C (-1.890, -1.339, -0.901)
N (-0.956, -1.376, -0.196)
Cl (3.205, 1.243, -3.088)
C (2.331, -0.122, -2.369)
Cl (0.624, -0.110, -2.830)
H (2.403, -0.043, -1.288)
H (2.783, -1.037, -2.730)

Here are the Mulliken charges for atoms 1 to 5, given in e:
1 Pb 1.382
2 C -1.727
3 C 0.221
4 N 1.301
5 N -1.385

(5)
DFT (ωB97M-V/def2-TZVPD) results for a structure of composition C43H39ClN5O2RbSSeSi.

Output
Total charge ... -2
Relative energy (zero: lowest compared OMol25 entry of this formula, charge and spin) ... 68.0 kJ/mol
HOMO level ... -1.37 eV
Total energy ... -154008.054 eV
LUMO ... 3.33 eV
Maximum force ... 0.4 eV Å⁻¹
Gap between HOMO and LUMO ... 4.69 eV

Element x y z (Å)
Rb (1.193, 0.644, -1.093)
Cl (7.080, 5.262, -4.108)
C (5.587, 4.601, -3.449)
C (5.401, 4.571, -2.054)
C (4.254, 4.065, -1.519)
C (3.177, 3.539, -2.333)
O (2.139, 3.073, -1.815)
C (3.412, 3.597, -3.762)
C (2.456, 3.137, -4.744)
O (1.335, 2.681, -4.580)
C (4.614, 4.120, -4.275)
H (6.185, 4.954, -1.410)
H (4.108, 4.037, -0.446)
H (2.840, 3.221, -5.786)
H (4.760, 4.138, -5.350)
C (-3.397, -0.514, -0.923)
C (-2.034, -0.872, -0.349)
C (-1.973, -2.085, 0.542)
C (-3.092, -2.570, 1.198)
C (-3.000, -3.628, 2.097)
C (-1.765, -4.190, 2.354)
C (-0.616, -3.745, 1.700)
C (0.718, -4.337, 2.101)
C (0.948, -5.760, 1.591)
C (-0.726, -2.710, 0.758)
N (0.397, -2.220, 0.067)
C (1.018, -3.051, -0.696)
C (2.207, -2.815, -1.451)
C (2.750, -3.719, -2.383)
C (3.870, -3.089, -2.920)
C (3.937, -1.838, -2.271)
N (2.949, -1.665, -1.388)
H (-3.290, 0.327, -1.612)
H (-4.104, -0.215, -0.145)
H (-3.835, -1.353, -1.473)
H (-1.652, -0.036, 0.249)
H (-1.316, -0.984, -1.156)
H (-4.054, -2.104, 1.022)
H (-3.883, -3.983, 2.615)
H (-1.671, -4.978, 3.096)
H (0.760, -4.349, 3.195)
H (1.525, -3.688, 1.763)
H (0.135, -6.420, 1.903)
H (1.885, -6.166, 1.980)
H (1.000, -5.785, 0.502)
H (0.606, -4.065, -0.823)
H (2.358, -4.698, -2.626)
H (4.547, -3.468, -3.672)
H (4.683, -1.066, -2.422)
S (-0.918, 4.939, -1.178)
C (-1.898, 4.120, -0.041)
C (-2.021, 2.820, -0.401)
N (-1.391, 2.467, -1.577)
C (-0.769, 3.490, -2.084)
H (-2.270, 4.604, 0.847)
H (-2.554, 2.072, 0.168)
H (-0.156, 3.426, -2.972)
C (1.328, -0.751, 6.425)
C (0.947, -1.504, 5.319)
C (0.432, -0.880, 4.193)
C (0.254, 0.510, 4.124)
C (0.643, 1.242, 5.251)
C (1.175, 0.627, 6.382)
Si (-0.414, 1.264, 2.470)
C (-1.053, 2.972, 3.121)
C (-2.387, 3.249, 3.442)
C (-2.819, 4.532, 3.770)
C (-1.913, 5.585, 3.809)
C (-0.576, 5.337, 3.520)
C (-0.165, 4.056, 3.174)
H (1.739, -1.233, 7.305)
H (1.062, -2.583, 5.333)
H (0.157, -1.488, 3.334)
H (0.519, 2.320, 5.252)
H (1.467, 1.231, 7.236)
H (-1.782, 0.567, 2.528)
H (-3.106, 2.437, 3.422)
H (-3.865, 4.711, 3.997)
H (-2.245, 6.586, 4.061)
H (0.142, 6.150, 3.542)
H (0.873, 3.888, 2.903)
Se (-0.829, 0.403, -4.592)
N (-0.595, -0.939, -3.474)
C (-1.583, -1.793, -3.688)
C (-1.770, -3.009, -2.954)
C (-2.839, -3.785, -3.247)
C (-3.773, -3.421, -4.276)
C (-3.633, -2.285, -4.998)
C (-2.523, -1.422, -4.719)
N (-2.287, -0.271, -5.332)
H (-1.069, -3.263, -2.172)
H (-3.006, -4.696, -2.684)
H (-4.615, -4.076, -4.469)
H (-4.338, -2.002, -5.769)

Here are the Mulliken charges for atoms 1 to 5, given in e:
1 Rb 0.628
2 Cl -0.296
3 C 0.159
4 C -0.466
5 C -0.577